Below is a structure of composition C42H100BN8O19Sr in a non-equilibrium geometry, with properties calculated with the ωB97M-V functional and the def2-TZVPD basis.

Summary:
E: -97502.1039 eV
Kohn-Sham gap: 4.05 eV
HOMO level: -9.679 eV
charge: +1

Each line ends with the Mulliken charge.
Element x y z (Å)
1 Sr 5.0875 -0.5338 5.1680  1.92
2 O 0.5574 -1.3980 3.6832  -0.65
3 C 1.1353 -1.3685 2.6047  0.67
4 O 0.5804 -1.4548 1.4443  0.13
5 B 1.5462 -1.3076 0.3162  0.74
6 O 2.7888 -1.0443 1.0613  -0.74
7 C 2.6093 -1.1230 2.3569  -0.43
8 O 3.4299 -0.9369 3.2741  -0.47
9 O 1.1539 -0.1842 -0.5501  -0.05
10 C 0.9452 -0.6650 -1.8022  0.78
11 O 0.5373 -0.0083 -2.7664  -0.21
12 C 1.3504 -2.1342 -1.8501  -0.02
13 O 1.6142 -2.4696 -0.5648  -0.42
14 O 1.4006 -2.8163 -2.8886  -0.62
15 C 10.1197 -4.9554 0.9837  -0.73
16 O 9.2437 -4.6325 -0.0699  -0.29
17 C 8.0133 -5.4107 -0.0945  -0.61
18 C 6.9979 -4.8607 -1.1669  -0.72
19 N 6.6070 -3.5095 -0.8808  -0.25
20 C 5.5170 -3.0485 -1.7275  -0.88
21 C 5.2946 -1.5205 -1.5416  0.00
22 O 6.3438 -0.7722 -2.1572  -0.45
23 C 6.3062 0.6288 -1.9184  -0.55
24 H 10.3311 -6.0247 0.9750  0.30
25 H 9.7018 -4.7769 1.9745  0.28
26 H 11.0524 -4.4217 0.8013  0.24
27 H 7.4498 -5.4241 0.8385  0.31
28 H 8.2565 -6.4371 -0.3693  0.43
29 H 6.1242 -5.5078 -1.0900  0.35
30 H 7.4042 -4.8362 -2.1781  0.44
31 H 7.4102 -2.9345 -1.0910  0.27
32 H 4.5822 -3.5665 -1.5135  0.37
33 H 5.8047 -3.3386 -2.7380  0.43
34 H 5.1887 -1.1465 -0.5233  0.26
35 H 4.3373 -1.2745 -2.0011  0.08
36 H 5.3035 0.9801 -2.1616  0.13
37 H 6.9998 1.2563 -2.4781  0.31
38 H 6.3587 0.8363 -0.8496  0.27
39 C -5.4191 -2.5489 -3.0462  -1.02
40 O -4.3553 -1.5843 -2.7278  -0.22
41 C -4.1364 -1.3038 -1.3607  -0.93
42 C -2.8376 -0.5211 -1.1306  1.21
43 N -3.0779 0.9154 -0.9963  0.33
44 C -1.8385 1.5607 -0.6794  1.14
45 C -2.0562 3.1045 -0.7960  -1.23
46 O -0.9959 3.7880 -0.1565  -0.11
47 C -1.1382 5.1652 -0.2142  -0.69
48 H -5.5010 -2.6382 -4.1294  0.26
49 H -6.3471 -2.2996 -2.5315  0.36
50 H -5.2473 -3.4892 -2.5224  0.36
51 H -4.1313 -2.1606 -0.6869  0.44
52 H -4.9980 -0.6888 -1.1010  0.20
53 H -2.2674 -0.8162 -2.0114  -0.45
54 H -2.2543 -0.9061 -0.2941  -0.06
55 H -3.3778 1.1147 -1.9399  -0.60
56 H -1.0553 1.3544 -1.4089  -1.03
57 H -1.4334 1.3018 0.2989  0.28
58 H -2.9860 3.4270 -0.3275  0.59
59 H -2.1141 3.4259 -1.8359  0.54
60 H -1.2226 5.5035 -1.2470  0.11
61 H -0.2499 5.6817 0.1493  0.29
62 H -2.0063 5.4298 0.3895  0.24
63 C -4.4473 4.0471 3.1294  -0.60
64 O -3.4744 3.3050 3.8251  -0.45
65 C -2.6957 2.4452 2.9862  -0.76
66 C -1.9398 1.4967 3.8690  0.19
67 N -2.9163 0.6681 4.4953  -0.35
68 C -2.3815 -0.0867 5.6816  -0.31
69 C -3.5890 -0.7617 6.4972  -0.97
70 O -4.1047 0.1458 7.4780  -0.35
71 C -5.2180 -0.2764 8.2081  -0.75
72 H -5.0751 4.6125 3.8182  0.27
73 H -5.1247 3.3798 2.5964  0.31
74 H -3.9102 4.7156 2.4566  0.19
75 H -2.0252 3.0869 2.4144  0.41
76 H -3.3457 1.8998 2.3020  0.41
77 H -1.4197 2.0674 4.6384  0.48
78 H -1.1647 0.9303 3.3528  -0.33
79 H -3.6296 1.2557 4.9028  0.38
80 H -1.9708 0.6470 6.3751  0.49
81 H -1.6095 -0.7965 5.3846  0.11
82 H -3.2321 -1.6783 6.9669  0.58
83 H -4.4167 -1.0816 5.8643  0.30
84 H -6.0058 -0.7243 7.6024  0.30
85 H -5.7067 0.5715 8.6880  0.25
86 H -4.8681 -0.9877 8.9563  0.29
87 C 2.3405 0.6857 -7.6299  -1.51
88 C 1.5959 -0.2198 -6.6906  0.64
89 C 2.5443 -1.0650 -5.7930  -0.54
90 O 3.5043 -1.9165 -6.5141  -0.41
91 C 4.5252 -2.3909 -5.6334  -0.68
92 N 0.7157 0.6420 -5.9517  -0.23
93 H 2.6941 1.5667 -7.0943  0.26
94 H 1.6954 1.1162 -8.3958  0.38
95 H 3.1713 0.2348 -8.1727  0.36
96 H 1.0254 -0.9341 -7.2841  0.26
97 H 1.8145 -1.5913 -5.1777  0.20
98 H 2.9942 -0.4275 -5.0320  0.26
99 H 4.1643 -3.1010 -4.8893  0.26
100 H 5.1191 -1.6508 -5.0971  0.28
101 H 5.2356 -2.9333 -6.2572  0.39
102 H -0.0607 1.0001 -6.4892  0.26
103 H 0.2106 0.1872 -5.2046  -0.18
104 C 1.3225 -1.0978 8.0220  -1.45
105 C 2.2537 -0.6237 6.8646  0.46
106 C 2.0037 0.7809 6.2907  -0.17
107 O 2.9399 0.9199 5.2646  -0.09
108 C 2.8299 2.0350 4.4040  -0.84
109 N 3.6305 -0.7713 7.2744  -0.57
110 H 0.2795 -1.1824 7.7170  0.20
111 H 1.4139 -0.4493 8.8933  0.45
112 H 1.5982 -2.0546 8.4655  0.48
113 H 2.1365 -1.2676 5.9930  0.00
114 H 2.0994 1.6618 6.9255  0.48
115 H 0.9774 0.7950 5.9238  -0.11
116 H 2.7967 2.8789 5.0932  0.38
117 H 1.9729 2.0683 3.7314  0.21
118 H 3.6873 2.0779 3.7323  0.30
119 H 3.6574 -0.2169 8.1182  0.25
120 H 3.6984 -1.6278 7.8054  0.25
121 C 0.2255 6.8502 -3.4144  -1.43
122 C 0.8373 5.7301 -4.2754  0.30
123 C 0.8133 4.3176 -3.6558  0.47
124 O 1.7885 4.1920 -2.6306  -0.47
125 C 1.8610 2.9022 -1.9960  -0.31
126 N 0.0256 5.7038 -5.4347  -0.77
127 H 0.8341 6.8376 -2.5102  0.31
128 H -0.8028 6.8043 -3.0558  0.26
129 H 0.3165 7.8099 -3.9231  0.42
130 H 1.8973 5.9154 -4.4490  0.35
131 H 0.8937 3.5066 -4.3796  0.06
132 H -0.2029 4.2144 -3.2750  -0.28
133 H 0.9112 2.5593 -1.5858  -0.02
134 H 2.5893 3.0746 -1.2036  0.17
135 H 2.3235 2.1268 -2.6068  0.33
136 H -0.9611 5.6025 -5.2442  0.26
137 H 0.1898 4.8710 -5.9820  0.28
138 C -6.3213 1.8850 -2.3460  -1.00
139 C -6.1945 2.0145 -3.8662  0.34
140 C -4.8460 1.3591 -4.3649  -0.72
141 O -3.6940 1.9372 -3.7717  -0.30
142 C -2.4734 1.3408 -4.2741  -0.36
143 N -7.2971 1.3291 -4.4984  -0.73
144 H -6.5051 0.8665 -2.0041  0.12
145 H -7.2486 2.3128 -1.9649  0.45
146 H -5.4371 2.2337 -1.8125  0.10
147 H -6.1810 3.0457 -4.2192  0.30
148 H -4.8292 1.4670 -5.4494  0.47
149 H -4.8879 0.3004 -4.1088  0.25
150 H -1.5821 1.9465 -4.1103  -0.08
151 H -2.6800 1.2141 -5.3368  0.52
152 H -2.1778 0.3992 -3.8113  0.18
153 H -7.4291 0.4816 -3.9651  0.29
154 H -7.1263 0.9182 -5.4051  0.28
155 C -4.5002 -2.5062 2.7806  -1.41
156 C -2.9340 -2.6001 2.7032  0.68
157 C -2.4858 -3.8479 1.9690  -0.43
158 O -2.8538 -5.0628 2.6514  -0.42
159 C -2.1250 -6.2183 2.1616  -0.73
160 N -2.4811 -1.3154 2.2261  0.81
161 H -4.7861 -1.6894 3.4434  0.27
162 H -5.0466 -3.3126 3.2696  0.40
163 H -4.9953 -2.3700 1.8191  0.11
164 H -2.5666 -2.6884 3.7256  0.13
165 H -1.3960 -3.8359 1.9558  0.26
166 H -2.9064 -3.8718 0.9637  0.24
167 H -2.5599 -6.4719 1.1948  0.30
168 H -2.3916 -7.0283 2.8405  0.27
169 H -1.0397 -6.1239 2.1245  0.27
170 H -1.4871 -1.2467 2.3915  -0.72
171 H -2.8275 -0.5645 2.8060  -0.09